No. 1
72
Properties=species:S:1:pos:R:3 method="wB97M-V/def2-TZVPD" homo_ha=-0.4311 orbital_gap_ev=9.33 smiles="CCCCCCCCc1c([PH2]=S)n(N)c(NCCCC)[n+]1CCCCNC(C)=O" charge=+1
S 2.146 -1.817 1.964
P 1.937 -2.223 0.082
O -2.380 2.000 2.914
N -0.669 0.061 -1.835
N -2.302 3.722 1.387
N -0.738 -1.633 -0.542
N -1.211 -2.713 0.217
N -2.858 -0.687 -1.418
C -2.508 3.598 -0.060
C 2.584 1.420 -1.060
C -1.493 -0.793 -1.224
C 4.773 1.758 0.201
C 4.577 1.153 1.605
C -1.756 2.377 -0.579
C 1.856 0.467 -2.067
C 5.946 -1.690 0.433
C -2.006 2.182 -2.068
C 5.722 0.250 2.131
C -1.070 1.152 -2.724
C -4.314 -2.502 -0.476
C -4.450 -3.294 0.839
C 0.647 -0.242 -1.539
C -4.500 2.452 1.981
C -3.005 2.702 2.140
C 6.604 -0.444 1.086
C -5.682 -4.250 0.806
C 0.600 -1.303 -0.717
C -3.747 -1.061 -0.294
C 4.039 0.946 -0.879
H 6.340 0.784 2.852
H 2.550 -0.318 -2.373
H -2.616 4.631 1.717
H -1.631 -2.316 1.054
H -5.384 -5.273 1.027
H 1.542 -3.576 -0.042
H -5.223 -2.486 -1.076
H 5.811 1.960 -0.054
H 3.091 -2.086 -0.712
H -3.575 3.493 -0.301
H 5.647 -1.455 -0.590
H -6.197 -4.210 -0.150
H 5.250 -0.553 2.706
H -3.049 1.961 -2.277
H -0.432 -3.263 0.563
H -4.912 2.742 1.015
H -3.247 -0.956 0.666
H 1.605 0.985 -2.988
H -1.800 3.140 -2.555
H -3.565 -3.022 -1.080
H -2.184 4.522 -0.540
H -5.049 2.993 2.753
H -4.681 1.390 2.127
H -1.614 0.703 -3.558
H 3.602 0.671 1.636
H -0.705 2.523 -0.322
H 6.726 -2.442 0.317
H -4.551 -2.603 1.676
H 2.070 1.462 -0.101
H 4.272 2.731 0.219
H 5.119 -2.076 1.027
H -2.146 1.518 -0.025
H 2.626 2.389 -1.554
H -3.589 -3.944 0.968
H -3.149 -1.135 -2.279
H 4.553 0.978 -1.844
H 4.516 2.000 2.292
H -6.371 -3.963 1.600
H 7.012 0.220 0.326
H -0.217 1.643 -3.170
H -4.616 -0.404 -0.269
H 3.968 -0.110 -0.618
H 7.465 -0.835 1.632


No. 2
83
Properties=species:S:1:pos:R:3 method="wB97M-V/def2-TZVPD" homo_ha=-0.2328 orbital_gap_ev=8.56 charge=-1
S -2.079 0.870 -1.354
S -0.475 5.677 -3.275
S 0.534 3.707 2.977
S 4.304 -1.880 0.235
S -3.383 -2.534 2.225
O -1.305 6.780 -3.681
O 0.396 5.027 2.358
O -4.640 -1.949 2.797
O -3.456 0.431 -1.161
O 5.048 -0.946 1.046
O -0.234 4.527 -4.185
O -1.330 -3.310 -1.137
O 0.275 -4.631 -0.272
O 1.670 3.506 3.839
O -0.923 -5.361 -1.981
O 6.998 -4.815 -0.823
O -1.520 1.952 -0.501
O 4.923 -2.494 -0.974
O -2.090 -1.936 2.526
C 0.492 4.512 -1.128
C -0.898 -0.413 -1.391
C -3.213 -4.142 2.722
C 1.176 6.177 -2.852
C 1.541 -1.867 0.579
C 2.678 -1.054 -0.221
C -0.890 1.626 3.787
C 1.480 5.652 -1.456
C 2.303 -2.357 1.775
C -3.529 -2.737 0.452
C -0.575 0.497 -3.563
C -0.890 4.965 -1.652
C -0.051 1.051 2.565
C -0.946 3.160 3.757
C 0.513 2.236 1.816
C -0.570 -4.351 -1.102
C -1.632 1.524 -3.059
C -3.644 -4.280 0.253
C 3.508 -3.048 1.273
C -2.786 -4.886 1.394
C 0.233 0.033 -2.324
H -0.073 0.945 -4.462
H 1.779 5.712 -3.628
H 4.234 -3.438 2.034
H 1.520 2.090 1.363
H -2.382 -4.252 3.426
H 0.803 0.882 -1.968
H 2.470 5.263 -1.439
H 2.926 -0.123 0.267
H -1.351 -1.280 -1.894
H -1.848 1.146 3.651
H 6.400 -4.078 -1.120
H 0.853 3.668 -1.769
H -1.557 4.134 -1.649
H -4.159 -4.557 3.092
H -2.590 -2.431 0.032
H 2.558 -0.994 -1.279
H 0.539 4.392 -0.075
H -0.899 3.549 4.750
H -3.303 -4.519 -0.738
H -4.682 -4.581 0.311
H -1.689 -4.751 1.181
H -4.195 -2.111 -0.093
H -0.129 2.525 1.000
H -1.029 -0.420 -3.972
H 1.223 -2.607 -0.130
H -0.327 -6.173 -1.548
H 1.628 -2.907 2.428
H -1.266 5.827 -1.185
H -0.450 1.292 4.747
H 1.285 7.281 -2.945
H 0.785 0.415 2.818
H -2.984 -5.975 1.578
H 3.240 -3.875 0.564
H 1.407 6.457 -0.672
H 7.030 -5.239 -1.704
H -0.803 0.529 2.012
H 0.852 -0.828 -2.542
H -2.559 1.391 -3.635
H 0.715 -1.224 0.800
H 2.688 -1.449 2.341
H -1.315 2.582 -3.112
H -1.787 3.517 3.278
H -0.570 -0.704 -0.396


No. 3
112
Properties=species:S:1:pos:R:3 method="wB97M-V/def2-TZVPD" homo_ha=-0.4295 orbital_gap_ev=7.67 charge=+1
S -1.506 -1.515 -5.538
S -0.905 -0.834 -1.751
S 5.807 -5.603 7.560
S 2.980 0.073 -3.607
S -4.540 5.673 -3.082
S -2.171 8.303 -1.350
S -2.988 2.846 2.331
S -3.566 -5.330 -0.197
S 0.040 -4.847 3.258
S 3.545 -0.343 4.202
O -0.559 -6.141 3.363
O 6.701 -5.816 8.653
O 2.310 0.877 -4.850
O 4.736 -4.654 7.604
O 2.385 -0.834 5.223
O 3.600 -1.109 -4.124
O -2.591 9.183 -2.398
O -0.662 -4.061 2.026
O 4.146 1.151 -3.263
O -2.105 -2.810 -5.427
O -0.251 -2.108 -1.646
O -0.379 4.344 -1.644
O 0.228 0.298 -2.000
O -4.269 -4.544 -1.431
O -1.995 -0.592 -2.645
O -3.587 2.949 1.033
O 6.681 -5.316 6.223
O -1.446 7.079 -1.607
O -1.745 3.471 2.663
O -1.349 -0.366 -0.258
O -2.888 1.277 2.726
O 2.044 0.051 -2.519
O -1.391 -0.616 -4.428
O -2.096 -5.504 -0.867
O -4.166 -6.624 -0.094
O 4.777 -1.163 4.866
O 1.510 -5.019 2.591
O -1.349 9.160 -0.249
O -4.085 3.278 3.444
O -0.039 -1.689 -6.215
O -0.456 6.357 -2.785
O 3.277 -0.907 2.913
O 5.197 -7.037 7.110
O -2.216 -0.732 -6.773
O -3.454 -4.432 0.914
O -3.465 7.952 -0.424
O 0.150 -3.947 4.368
O 3.764 1.056 4.406
C -3.145 8.227 0.942
C -1.229 -0.370 -7.740
C -3.430 4.221 -2.681
C -0.367 0.529 0.258
C 2.862 -1.959 5.962
C -0.869 5.019 -2.587
C -3.490 1.080 4.007
C 2.867 2.190 -4.925
C 0.330 -3.698 1.065
C -2.178 9.400 0.892
C 0.167 1.271 -0.955
C 5.399 -7.210 5.707
C -0.136 -1.421 -7.613
C 1.421 -4.748 1.193
C -2.005 4.266 -3.468
C -3.277 -4.180 -2.393
C -2.186 -5.231 -2.266
C 4.357 -1.731 6.110
C 4.271 2.066 -4.350
C 6.701 -6.485 5.404
C -4.607 2.109 4.080
H -2.470 -6.158 -2.773
H 1.155 1.698 -0.776
H 4.897 -2.656 6.309
H 6.785 -6.212 4.351
H 7.566 -7.089 5.692
H -1.228 -4.885 -2.655
H 4.557 -6.746 5.185
H -1.665 -0.348 -8.739
H -3.837 6.720 -3.665
H -2.106 4.696 -4.530
H -4.047 8.455 1.511
H 2.875 2.541 -5.958
H 5.443 -8.269 5.452
H -2.901 -3.187 -2.135
H -3.858 0.058 4.107
H -1.652 3.161 -3.525
H 0.821 -1.076 -8.006
H 0.418 -0.067 0.734
H -2.710 10.343 0.734
H -5.150 6.036 -1.888
H -4.897 2.331 5.107
H 2.657 -2.860 5.376
H 2.249 2.858 -4.318
H 2.379 -4.401 0.805
H 0.707 -2.704 1.324
H -2.666 7.338 1.363
H 4.960 1.632 -5.080
H -0.737 6.602 -3.712
H -0.519 2.062 -1.265
H -0.851 0.625 -7.485
H 4.664 3.023 -4.005
H 2.356 -2.031 6.925
H -2.729 1.268 4.770
H -0.102 -3.671 0.064
H -1.572 9.473 1.795
H -0.421 -2.350 -8.116
H 1.138 -5.675 0.686
H -3.710 -4.154 -3.395
H 4.570 -1.009 6.903
H -5.485 1.779 3.518
H -0.807 1.202 0.993
H -3.199 4.133 -1.551
H -3.994 3.285 -3.074